No. 1
A cluster of 2 separate species, C4H12 in total at a distorted geometry. Source: the OMol25 dataset; level of theory: ωB97M-V/def2-TZVPD.

**SMILES**: CC.CC
**HOMO-LUMO gap**: 0.460 Ha
**2S+1**: 1
**M**: 60.14 g/mol
**ΔE to the lowest compared entry with this formula, charge and spin**: 90.4 kJ/mol
**Total energy**: -4341.5918 eV

Geometry as XYZ:
```
16
Properties=species:S:1:pos:R:3:forces:R:3:mulliken_charge:R:1
C -0.7605 0.8985 -2.6184 4.008 -0.266 2.658 -0.834
C -0.2465 2.1429 -1.8106 1.183 -2.853 -0.604 -0.830
H -1.4050 1.1477 -3.3544 -2.334 0.910 -2.193 0.372
H 0.1620 0.5011 -3.1349 -1.116 -0.268 0.661 0.223
H -1.2002 0.2082 -1.8904 0.131 -0.237 -0.559 0.242
H -1.0598 2.6370 -1.4602 -2.391 1.756 1.233 0.322
H 0.2854 2.7742 -2.4728 0.764 0.774 -0.435 0.301
H 0.3733 1.8407 -0.9371 -0.243 0.177 -0.752 0.206
C 0.9826 -1.1796 1.8494 3.331 -2.150 0.882 -0.952
C -0.0991 -1.9394 2.5522 -0.387 3.222 0.511 -0.781
H 1.9854 -1.4895 2.3359 -1.173 0.271 -1.201 0.245
H 1.0215 -1.2970 0.7941 0.160 -1.024 -1.041 0.308
H 1.0636 -0.1449 1.8732 -0.846 2.198 1.014 0.362
H -0.1111 -1.5710 3.5740 -0.132 -0.187 0.358 0.249
H -0.9997 -1.5540 2.1140 -1.036 -0.658 -0.115 0.260
H 0.0079 -2.9747 2.5859 0.081 -1.666 -0.417 0.307
```
Positions in Å, forces in eV/Å.

=====

No. 2
A structure of composition C55H50Cl3FGeNO4RbSb3 at a distorted geometry. Source: the OMol25 dataset; level of theory: ωB97M-V/def2-TZVPD.

**HOMO-LUMO gap (alpha / beta)**: 0.253 / 0.208 Ha
**Expectation value of S²**: 0.755
**2S+1**: 2
**M**: 1437.72 g/mol
**Charge**: -2
**ΔE to the lowest compared entry with this formula, charge and spin**: 117.7 kJ/mol
**Total energy**: -184600.8254 eV

Geometry as XYZ:
```
119
Properties=species:S:1:pos:R:3:forces:R:3:mulliken_charge:R:1
Rb 0.9777 -0.4192 0.4654 1.445 0.480 1.202 2.552
O -0.3054 7.1388 1.5878 -0.005 -0.325 0.565 -0.693
C -0.2678 6.4392 2.6302 0.127 0.504 0.029 0.386
O -0.2643 6.7866 3.8381 -0.026 -0.122 -0.615 -0.778
C -0.1954 4.9156 2.3928 -0.076 -0.111 -0.074 -0.301
C 0.1009 4.0441 3.4355 0.016 -0.050 0.023 -0.792
C 0.1635 2.6794 3.1938 0.047 0.104 -0.373 -0.863
N -0.0793 2.1323 1.9938 -0.026 0.125 0.136 0.960
C -0.3936 2.9733 0.9987 -0.110 -0.002 -0.144 -0.627
C -0.4408 4.3562 1.1427 0.103 -0.035 0.277 -0.583
C -0.7782 2.3745 -0.3511 -0.007 -0.429 -0.086 0.426
O -1.3254 3.1126 -1.1771 0.128 -0.250 0.198 -0.925
O -0.5158 1.1147 -0.5116 -1.506 1.915 -0.784 1.578
H 0.2788 4.4559 4.4219 -0.016 -0.017 -0.057 0.470
H 0.4237 1.9854 3.9857 -0.019 -0.029 0.027 0.372
H -0.6680 4.9875 0.2961 -0.040 -0.007 0.031 0.632
C -1.4948 -1.4069 1.5901 -0.433 0.026 0.177 -1.491
C -2.6385 -2.3463 1.2327 0.247 -0.052 -0.331 -0.136
C -2.3758 -2.8441 -0.2020 -0.319 0.185 0.220 -1.933
Sb -1.9478 -1.2020 -1.5383 0.127 -0.867 0.238 0.651
C -3.7594 -0.1483 -0.9877 -0.173 0.384 -0.044 1.052
C -3.8120 1.2367 -0.8492 -0.129 -0.153 -0.092 -0.705
C -5.0009 1.8494 -0.4506 0.065 -0.116 -0.022 -0.391
C -6.1269 1.0839 -0.1879 0.047 -0.093 0.007 -0.656
C -6.0798 -0.2998 -0.3448 0.048 0.074 -0.022 -0.635
C -4.9035 -0.9163 -0.7503 0.014 0.166 -0.057 -0.599
C -2.8833 -2.2099 -3.2140 0.248 0.004 -0.068 0.983
C -2.6604 -3.5728 -3.4151 0.016 0.117 -0.043 -0.517
C -3.4106 -4.2765 -4.3508 0.011 0.121 0.006 -0.577
C -4.3736 -3.6178 -5.1054 0.038 0.092 0.053 -0.485
C -4.5711 -2.2510 -4.9380 0.077 -0.082 0.056 -0.674
C -3.8246 -1.5472 -3.9999 0.004 -0.222 0.044 -0.490
Sb -1.1943 -0.7890 3.6404 -0.380 -0.153 0.075 0.612
C -1.5517 -2.7268 4.5349 -0.048 -0.116 0.127 0.348
C -1.1434 -3.9220 3.9373 -0.057 0.014 0.131 -0.256
C -1.3385 -5.1450 4.5726 -0.013 0.096 0.009 -0.705
C -1.9389 -5.1960 5.8248 -0.001 0.067 -0.031 -0.397
C -2.3400 -4.0170 6.4413 0.053 0.083 -0.098 -0.505
C -2.1434 -2.7958 5.8007 0.085 -0.129 -0.104 -0.511
C -3.2623 -0.1464 3.7775 -0.137 0.142 -0.051 -0.022
C -3.5082 1.2046 3.4990 -0.060 -0.103 0.066 -0.237
C -4.8031 1.7175 3.5209 0.051 -0.068 -0.018 -0.729
C -5.8752 0.8856 3.8196 0.094 -0.076 -0.003 -0.371
C -5.6497 -0.4627 4.0802 0.128 0.077 -0.033 -0.693
C -4.3539 -0.9736 4.0579 -0.015 0.181 -0.055 -0.072
H -1.6310 -0.4431 1.0649 0.037 -0.181 0.150 0.010
H -0.5860 -1.8657 1.2190 -0.254 -0.342 0.381 0.408
H -3.5975 -1.8367 1.3185 -0.036 0.027 -0.043 0.061
H -2.6744 -3.2030 1.9052 -0.011 -0.073 0.097 0.716
H -3.2190 -3.3943 -0.6295 0.042 -0.038 0.094 0.686
H -1.4797 -3.4659 -0.2369 -0.082 0.016 0.001 0.582
H -2.9474 1.8531 -1.0728 -0.068 -0.060 0.044 0.134
H -5.0284 2.9277 -0.3453 -0.004 -0.028 0.015 0.507
H -7.0450 1.5576 0.1418 0.034 -0.009 -0.014 0.360
H -6.9596 -0.9022 -0.1495 0.000 0.018 0.009 0.407
H -4.8908 -1.9931 -0.8921 0.017 0.082 0.050 0.302
H -1.8983 -4.0893 -2.8381 -0.095 0.033 -0.002 0.423
H -3.2499 -5.3392 -4.4835 0.024 -0.007 -0.014 0.384
H -4.9708 -4.1681 -5.8215 0.002 0.000 -0.026 0.357
H -5.3184 -1.7346 -5.5262 -0.016 0.022 -0.040 0.390
H -3.9966 -0.4848 -3.8692 -0.077 -0.042 0.051 0.290
H -0.6442 -3.9012 2.9757 -0.018 0.003 0.009 0.332
H -1.0107 -6.0597 4.0908 -0.003 0.039 0.009 0.372
H -2.0854 -6.1486 6.3216 0.000 0.027 -0.017 0.359
H -2.8012 -4.0461 7.4226 0.012 0.013 -0.027 0.361
H -2.4583 -1.8821 6.2958 -0.020 -0.023 0.003 0.391
H -2.6806 1.8703 3.2601 -0.067 -0.055 0.029 0.250
H -4.9685 2.7671 3.3001 0.018 -0.071 0.020 0.450
H -6.8835 1.2841 3.8458 0.025 -0.013 -0.022 0.375
H -6.4843 -1.1220 4.2954 0.026 0.026 0.006 0.377
H -4.1998 -2.0275 4.2598 0.012 0.009 -0.009 0.383
F 0.1219 -2.0043 -1.1803 -0.976 -0.228 -1.126 -0.799
Cl 4.7365 -3.7947 2.1682 -0.132 0.001 0.045 -0.488
Ge 2.9002 -2.9023 1.1417 0.311 -0.415 0.133 0.221
Cl 3.7858 -0.8066 0.8933 1.184 -0.029 0.103 -0.389
Cl 1.6813 -2.1876 3.0110 0.273 -0.362 0.228 -0.314
C 5.3430 0.1976 -1.9687 0.022 0.063 -0.111 -1.289
C 5.1524 1.1030 -3.1590 -0.021 0.005 -0.037 1.101
C 6.2415 1.3844 -3.9897 -0.060 0.028 -0.013 -0.692
C 6.1137 2.2086 -5.0996 -0.038 -0.058 0.072 -0.572
C 4.8802 2.7732 -5.3938 -0.004 -0.042 0.056 -1.021
C 3.7932 2.5013 -4.5733 0.133 -0.066 0.081 -0.259
C 3.9038 1.6690 -3.4563 0.050 0.015 -0.101 0.061
Sb 2.0640 1.2860 -2.3168 0.476 0.226 -0.737 -0.121
C 1.6270 3.3833 -2.4217 -0.227 0.034 0.107 1.052
C 0.7580 3.9590 -3.3438 0.163 0.050 0.024 -0.594
C 0.4385 5.3094 -3.2795 0.069 -0.005 0.069 -0.972
C 0.9884 6.0978 -2.2783 0.024 -0.091 -0.026 -0.806
C 1.8718 5.5362 -1.3657 0.011 -0.046 -0.034 -0.738
C 2.2035 4.1833 -1.4220 -0.086 -0.018 0.056 0.691
C 3.1494 3.5983 -0.3950 -0.115 0.069 -0.119 -1.728
C 1.1651 0.3541 -4.0713 -0.220 -0.144 -0.007 0.825
C 2.0569 -0.5091 -4.7263 -0.158 0.055 -0.001 -0.639
C 1.6366 -1.4140 -5.6909 -0.054 0.046 0.047 -0.939
C 0.2881 -1.4936 -6.0097 0.038 0.046 0.043 -0.790
C -0.6086 -0.6495 -5.3752 0.047 0.075 -0.017 -0.642
C -0.1993 0.2847 -4.4162 0.059 0.061 0.026 0.616
C -1.2638 1.1946 -3.8404 0.128 -0.091 0.013 -0.696
H 6.3643 -0.1849 -1.9188 -0.039 0.020 -0.017 0.383
H 4.6636 -0.6557 -1.9950 -0.013 0.004 0.008 0.225
H 5.1356 0.7202 -1.0352 -0.016 0.003 0.022 0.115
H 7.2061 0.9423 -3.7581 -0.039 0.017 0.001 0.346
H 6.9731 2.4057 -5.7310 -0.013 0.003 0.023 0.351
H 4.7629 3.4211 -6.2554 -0.003 -0.015 0.026 0.423
H 2.8363 2.9516 -4.8067 -0.023 0.012 -0.012 0.308
H 0.3174 3.3493 -4.1208 -0.040 -0.045 -0.006 0.497
H -0.2622 5.7356 -3.9891 0.031 -0.022 0.014 0.380
H 0.7188 7.1435 -2.1896 0.001 -0.043 0.021 0.380
H 2.2842 6.1519 -0.5729 -0.058 -0.034 -0.018 0.335
H 3.4821 4.3633 0.3051 0.001 0.014 -0.001 0.482
H 4.0333 3.1639 -0.8744 -0.016 0.011 0.016 0.188
H 2.6660 2.8095 0.1899 -0.005 0.022 0.008 0.357
H 3.1119 -0.4786 -4.4761 -0.025 0.003 -0.011 0.280
H 2.3585 -2.0617 -6.1759 -0.024 0.013 0.031 0.415
H -0.0653 -2.2128 -6.7402 0.001 0.022 0.015 0.393
H -1.6664 -0.7163 -5.6141 0.075 0.016 -0.012 0.380
H -2.2288 0.6749 -3.8006 0.134 0.087 -0.015 -0.471
H -1.4180 2.0607 -4.4892 0.017 0.017 -0.004 0.647
H -1.0373 1.5764 -2.8423 0.035 -0.005 -0.107 0.163
```
Positions in Å, forces in eV/Å.

=====

No. 3
A cluster of 3 separate species, C3H13N5O in total at a distorted geometry. Source: the OMol25 dataset; level of theory: ωB97M-V/def2-TZVPD.

**HOMO-LUMO gap (alpha / beta)**: 0.235 / 0.235 Ha
**2S+1**: 1
**M**: 135.17 g/mol
**ΔE to the lowest compared entry with this formula, charge and spin**: 290.9 kJ/mol
**Total energy**: -12814.6174 eV

Geometry as XYZ:
```
22
Properties=species:S:1:pos:R:3:forces:R:3:mulliken_charge:R:1
C -1.0646 -0.8842 -0.3225 0.964 -0.030 1.336 -1.146
N -0.5466 1.8792 -1.0834 -0.665 0.449 0.662 0.249
N -0.5807 2.2415 0.1405 -0.283 -0.654 -0.819 -0.313
N -1.6756 1.8547 -1.7556 0.242 -0.013 0.364 -0.491
H 0.0948 1.4928 0.8098 1.128 -1.149 0.512 0.306
H -1.5123 2.3928 0.5477 -0.072 0.014 -0.277 0.242
H -2.5578 1.7145 -1.2573 0.287 0.120 -0.045 0.269
H -1.5954 1.4190 -2.6617 0.051 0.012 0.054 0.284
H -1.3655 -1.8668 0.0298 -0.100 -0.164 -0.083 0.428
H -1.0272 -0.8837 -1.4083 0.222 0.133 -0.159 0.223
H -1.7643 -0.1528 0.0752 -0.198 0.153 0.029 0.155
C 0.5872 -1.8819 1.7277 -0.132 0.162 -0.151 -1.456
N 1.7152 -0.8338 -0.1569 1.012 -0.029 0.815 0.033
C 0.7162 -0.6699 0.8205 -1.542 -0.710 -1.826 0.771
N 2.2539 0.2690 -0.8438 -0.624 -0.343 -0.074 -0.747
O 0.6535 0.4745 1.4198 -0.438 1.685 -0.003 -0.743
H 1.7602 -1.7265 -0.6234 -0.020 0.373 -0.153 0.224
H 2.7711 0.8333 -0.1770 -0.067 -0.099 -0.007 0.272
H 1.4742 0.8386 -1.1737 0.195 0.020 -0.105 0.327
H 1.4141 -1.8770 2.4401 0.046 0.037 -0.048 0.389
H 0.5958 -2.8196 1.1724 0.046 0.028 -0.044 0.385
H -0.3461 -1.8139 2.2802 -0.052 0.005 0.022 0.339
```
Positions in Å, forces in eV/Å.

=====

No. 4
An isolated molecule of C10H15NO5 at a distorted geometry. Source: the OMol25 dataset; level of theory: ωB97M-V/def2-TZVPD.

**SMILES**: COCCCCC[C@@]1(N=C=O)COC(=O)O1
**HOMO-LUMO gap**: 0.336 Ha
**2S+1**: 1
**M**: 229.23 g/mol
**ΔE to the lowest compared entry with this formula, charge and spin**: 742.5 kJ/mol
**Total energy**: -22332.7213 eV

Geometry as XYZ:
```
31
Properties=species:S:1:pos:R:3:forces:R:3:mulliken_charge:R:1
C -0.9256 2.5205 1.4259 -0.388 0.553 1.592 -0.389
O -0.0706 3.0856 0.3700 -1.427 -2.121 -0.337 -0.398
C -0.1764 2.2626 -0.8807 0.380 -0.193 0.772 0.175
C 1.3390 2.0929 -1.4821 -0.425 0.054 -1.166 -0.740
C 1.9971 0.5932 -1.2699 0.893 0.612 -0.103 -0.579
C 1.7174 -0.0707 0.2021 1.047 -0.878 0.059 -0.210
C 1.0491 -1.6021 0.1247 0.384 0.836 1.789 -0.852
C -0.5830 -1.6090 0.2620 -0.797 -1.600 0.871 0.828
N -1.4601 -1.2408 -0.9114 4.927 -0.288 -7.311 -0.574
C -0.8040 -1.3316 -2.1128 1.896 -2.636 -1.395 0.689
O -0.1375 -1.6461 -3.2452 -5.640 2.871 8.834 -0.500
C -1.1759 -3.0687 0.7152 0.572 1.881 -0.806 -0.450
O -2.5246 -2.6218 1.1304 1.229 1.463 2.850 -0.304
C -2.3123 -1.4215 1.9962 -1.535 0.752 2.263 0.429
O -2.9922 -1.0267 3.0836 4.984 -2.794 -8.182 -0.529
O -1.1671 -0.7433 1.3396 -1.112 -1.905 1.340 -0.276
H -1.9113 2.0136 1.0502 1.841 1.105 0.437 0.207
H -0.3808 1.7188 2.1106 -0.866 1.573 -1.600 0.137
H -1.2088 3.4246 2.1503 0.560 -1.965 -1.667 0.271
H -0.9309 2.7910 -1.6051 1.571 -0.964 1.227 0.307
H -0.6341 1.2379 -0.5374 0.947 1.811 -1.043 -0.149
H 1.2921 2.2551 -2.6617 0.097 -0.260 2.493 0.255
H 2.0215 2.9704 -1.0618 -1.525 -2.071 -0.671 0.310
H 3.1764 0.7489 -1.3723 -2.561 -0.403 0.198 0.310
H 1.7197 -0.1445 -2.1665 0.311 1.676 2.098 0.245
H 1.1285 0.6149 0.9532 0.979 -1.391 -1.731 0.031
H 2.7866 -0.2454 0.7036 -2.376 0.390 -1.042 0.383
H 1.4723 -2.2323 -0.7799 -1.316 1.431 1.608 0.311
H 1.4645 -2.1482 1.1018 -1.160 1.055 -2.069 0.404
H -1.2178 -3.7351 -0.2646 -0.176 1.132 2.560 0.319
H -0.5511 -3.4422 1.6317 -1.315 0.275 -1.867 0.339
```
Positions in Å, forces in eV/Å.

=====

- Which of these has the highest 2S+1?
  C55H50Cl3FGeNO4RbSb3